No. 1
ORCA calculation (ωB97M-V with the def2-TZVPD basis set) on a cluster of 2 separate species, C18H28N4O3 in total at a distorted geometry.

Positions of all 53 atoms, in Å:
C1 -3.279 -0.732 -1.040
C2 -3.094 -1.583 0.351
C3 -1.691 -2.477 0.223
N1 -1.829 -3.780 0.980
O1 -2.770 -4.590 0.465
C4 -2.303 -5.306 -0.732
O2 -2.718 -4.830 -1.929
O3 -1.476 -6.505 -0.533
C5 -0.680 -6.839 -1.732
C6 -1.351 -7.993 -2.695
N2 -1.707 -7.421 -4.069
H1 -2.330 -0.036 -1.174
H2 -4.214 -0.028 -1.064
H3 -3.347 -1.457 -1.972
H4 -4.017 -2.286 0.584
H5 -3.044 -0.824 1.271
H6 -0.848 -1.783 0.697
H7 -1.473 -2.590 -0.924
H8 -0.916 -4.261 1.138
H9 -0.380 -5.905 -2.387
H10 0.347 -7.288 -1.321
H11 -2.222 -8.599 -2.194
H12 -0.486 -8.788 -2.905
H13 -2.605 -7.815 -4.429
H14 -0.914 -7.707 -4.701
C7 5.527 6.279 -1.285
N3 4.440 5.553 -0.599
C8 4.654 5.065 0.644
C9 3.632 4.409 1.336
C10 2.370 4.255 0.754
C11 2.197 4.754 -0.543
C12 3.243 5.397 -1.203
C13 1.249 3.622 1.471
C14 0.055 4.321 1.688
C15 -1.023 3.705 2.322
N4 -0.935 2.422 2.733
C16 0.210 1.722 2.563
C17 1.314 2.305 1.937
C18 -2.097 1.762 3.358
H15 6.394 5.616 -1.340
H16 5.749 7.173 -0.695
H17 5.209 6.564 -2.290
H18 5.639 5.214 1.078
H19 3.833 4.045 2.343
H20 1.243 4.646 -1.058
H21 3.124 5.795 -2.207
H22 -0.050 5.357 1.368
H23 -1.959 4.232 2.494
H24 0.225 0.695 2.919
H25 2.213 1.706 1.799
H26 -1.792 1.400 4.342
H27 -2.396 0.936 2.707
H28 -2.921 2.474 3.459

## Properties
M: 348.4 u
HOMO-LUMO gap: 4.1 eV
Total charge: +2
DFT total energy: -31201.91928 eV
E_HOMO: -11.9 eV


No. 2
ORCA calculation (ωB97M-V with the def2-TZVPD basis set) on a cluster of 2 separate species, C18H28N4O7Si in total at a distorted geometry.

Positions of all 58 atoms, in Å:
C1 4.416 0.037 -3.186
C2 3.577 0.768 -2.146
C3 3.246 -0.079 -0.921
C4 2.246 0.565 0.002
O1 1.142 0.940 -0.887
C5 0.070 1.528 -0.383
C6 -0.713 2.198 -1.270
O2 -0.259 1.205 0.874
Si1 -1.947 1.088 1.304
C7 -3.105 0.976 -0.141
C8 -2.046 -0.559 2.156
C9 -2.318 2.482 2.544
C10 -3.305 3.465 1.903
C11 -1.040 3.240 2.940
C12 -2.917 1.826 3.798
H1 4.469 0.624 -4.107
H2 5.442 -0.116 -2.833
H3 3.992 -0.943 -3.440
H4 4.109 1.671 -1.813
H5 2.634 1.086 -2.603
H6 2.909 -1.074 -1.231
H7 4.156 -0.235 -0.342
H8 1.863 -0.134 0.752
H9 2.639 1.488 0.452
H10 -1.287 3.047 -0.903
H11 -0.510 2.050 -2.315
H12 -4.110 0.735 0.242
H13 -3.154 1.925 -0.688
H14 -2.808 0.183 -0.844
H15 -3.105 -0.787 2.359
H16 -1.612 -1.373 1.559
H17 -1.481 -0.522 3.097
H18 -4.232 2.985 1.564
H19 -3.577 4.243 2.632
H20 -2.853 3.974 1.040
H21 -0.268 2.570 3.340
H22 -0.620 3.803 2.095
H23 -1.284 3.968 3.730
H24 -2.195 1.147 4.268
H25 -3.173 2.591 4.543
H26 -3.826 1.250 3.580
O3 3.303 -5.447 -0.858
N1 2.525 -5.020 -1.729
O4 2.492 -5.476 -2.893
C13 1.614 -3.936 -1.409
C14 0.889 -3.294 -2.402
C15 0.007 -2.233 -2.055
N2 -1.105 -1.947 -2.925
O5 -1.318 -2.726 -3.874
O6 -1.844 -0.968 -2.677
C16 -0.012 -1.671 -0.778
C17 0.568 -2.421 0.264
N3 0.168 -2.475 1.568
O7 0.551 -3.771 1.983
N4 1.336 -4.416 1.038
C18 1.348 -3.576 -0.025
H27 0.971 -3.619 -3.437
H28 -0.660 -0.843 -0.513

## Properties
Relative energy (zero: lowest compared OMol25 entry of this formula, charge and spin): 127.55 kJ/mol
M: 440.5 u
SMILES: O=[N+]([O-])c1cc([N+](=O)[O-])c2nonc2c1.C=C(OCCCC)O[Si](C)(C)C(C)(C)C
HOMO-LUMO gap: 5.6 eV
DFT total energy: -47281.61284 eV
E_HOMO: -8.2 eV


No. 3
ORCA calculation (ωB97M-V with the def2-TZVPD basis set) on a structure of composition C18H28NO5P2Sc at a distorted geometry.

Positions of all 55 atoms, in Å:
Sc1 0.384 0.183 -0.435
P1 2.684 -1.238 -0.245
C1 2.629 -1.877 -1.923
C2 1.350 -1.910 -2.589
N1 0.211 -1.313 -2.071
C3 -0.978 -1.500 -2.686
C4 -1.133 -2.328 -3.788
C5 -0.012 -2.866 -4.393
C6 1.207 -2.547 -3.834
C7 -2.192 -0.761 -2.156
P2 -1.930 0.886 -1.313
H1 2.123 -2.825 -4.316
H2 -2.119 -2.504 -4.208
H3 -0.097 -3.439 -5.323
H4 -2.859 -0.529 -3.005
H5 -2.704 -1.392 -1.409
H6 1.924 2.952 -2.389
H7 3.467 -1.543 -2.553
H8 0.294 6.568 -0.523
O1 1.552 2.053 -2.279
H9 1.005 1.701 -3.060
H10 -1.185 1.123 0.689
O2 -0.257 5.807 -0.708
H11 0.132 5.098 -0.112
C8 -2.350 2.063 -2.653
H12 -3.420 1.971 -2.888
H13 -2.146 3.091 -2.322
H14 -1.769 1.859 -3.560
C9 -3.457 1.087 -0.334
H15 -3.360 1.938 0.356
H16 -4.298 1.294 -1.014
H17 -3.682 0.181 0.242
C10 2.794 -2.860 0.594
H18 3.790 -3.300 0.389
H19 2.610 -2.750 1.677
H20 2.025 -3.520 0.149
C11 4.235 -0.316 0.148
H21 4.204 -0.040 1.214
H22 5.143 -0.905 -0.041
H23 4.276 0.616 -0.436
O3 -0.367 2.487 3.951
C12 -0.447 1.179 4.300
C13 -0.659 0.974 5.680
C14 -0.778 -0.300 6.247
C15 -0.789 -1.362 5.338
C16 -0.619 -1.175 3.970
C17 -0.372 0.081 3.360
C18 -0.314 0.092 1.966
O4 -0.207 -0.958 1.239
O5 -0.337 1.317 1.228
H24 -0.176 2.535 3.005
H25 -0.626 1.808 6.387
H26 -0.849 -0.464 7.346
H27 -0.849 -2.375 5.744
H28 -0.699 -2.052 3.348

## Properties
M: 445.3 u
HOMO-LUMO gap (spin up / spin down): 4.5 / 4.5 eV
Total charge: +2
DFT total energy: -70111.29902 eV
E_HOMO (spin up / spin down): -12.1 / -12.1 eV


No. 4
ORCA calculation (ωB97M-V with the def2-TZVPD basis set) on a cluster of 5 separate species, C18H28O15 in total at a distorted geometry.

Positions of all 61 atoms, in Å:
C1 -3.651 -2.591 -2.844
O1 -4.242 -2.612 -4.143
C2 -3.452 -2.150 -5.156
O2 -3.877 -1.304 -5.830
C3 -2.085 -2.740 -5.494
C4 -0.910 -2.369 -4.563
C5 -0.794 -0.864 -4.246
C6 -0.662 -0.568 -2.752
O3 -0.852 0.837 -2.521
H1 -4.375 -3.010 -2.149
H2 -3.445 -1.582 -2.493
H3 -2.781 -3.244 -2.817
H4 -1.837 -2.348 -6.475
H5 -2.155 -3.823 -5.620
H6 -0.898 -2.981 -3.663
H7 0.003 -2.646 -5.092
H8 -1.599 -0.269 -4.681
H9 0.117 -0.477 -4.705
H10 -1.388 -1.112 -2.147
H11 0.323 -0.821 -2.370
H12 -1.764 1.002 -2.786
C7 0.349 -0.797 2.418
C8 0.738 -0.045 1.168
O4 0.018 -0.766 0.151
C9 -1.031 -1.374 0.738
O5 -1.921 -1.911 0.145
O6 -0.952 -1.303 2.083
H13 0.303 -0.164 3.293
H14 1.011 -1.642 2.623
H15 0.404 0.983 1.167
H16 1.808 -0.070 0.975
C10 3.071 4.332 2.252
C11 2.273 5.001 3.342
O7 1.110 4.168 3.426
C12 1.441 2.949 2.950
O8 0.749 1.979 3.033
O9 2.660 2.964 2.363
H17 4.143 4.429 2.398
H18 2.811 4.697 1.257
H19 2.786 4.990 4.305
H20 2.001 6.025 3.099
C13 -5.131 -3.283 1.563
C14 -4.836 -1.809 1.673
O10 -6.066 -1.213 1.249
C15 -7.059 -2.117 1.453
O11 -8.218 -1.879 1.362
O12 -6.544 -3.334 1.778
H21 -4.606 -3.877 2.308
H22 -4.909 -3.682 0.571
H23 -4.629 -1.499 2.700
H24 -4.013 -1.499 1.037
C16 6.622 1.833 2.113
C17 8.109 2.067 2.234
O13 8.190 3.490 2.347
C18 7.002 3.937 2.823
O14 6.792 5.049 3.186
O15 6.075 2.943 2.830
H25 6.303 0.892 2.557
H26 6.273 1.874 1.079
H27 8.533 1.617 3.134
H28 8.664 1.716 1.367

## Properties
M: 484.4 u
SMILES: COC(=O)CCCCO.O=C1OCCO1.O=C1OCCO1.O=C1OCCO1.O=C1OCCO1
HOMO-LUMO gap: 10.0 eV
DFT total energy: -49832.06808 eV
E_HOMO: -10.0 eV